Below is an isolated molecule of C11H21O8P, with properties calculated with ωB97M-V/def2-TZVPD.

Computed properties:
Total energy, eV: -37409.1296
Frontier orbital gap, hartree: 0.3760
SMILES: CCOP(=O)(CCOC(=O)OCCCC(=O)O)OCC
Highest occupied orbital energy, eV: -10.2

Last column: Löwdin charge in e.
Element x y z (Å)
C  -0.52  -1.29  -4.46  -0.27
C  -0.71  1.96  0.06  -0.21
H  -0.18  0.97  -0.33  0.14
H  0.50  -0.06  -6.09  0.14
C  -1.60  -1.72  2.31  -0.27
O  0.26  -2.53  -4.34  -0.04
H  1.79  -0.57  -3.43  0.12
C  -3.13  -1.48  2.94  -0.11
P  -0.41  0.65  2.68  0.79
H  0.28  -1.10  4.61  0.11
H  -3.70  -0.61  2.40  0.09
H  -0.56  0.97  -4.93  0.12
H  -1.89  1.87  0.03  0.15
O  -1.08  -0.54  1.60  -0.30
H  -1.75  -2.56  1.49  0.13
H  -0.98  3.16  2.11  0.12
C  1.31  -0.72  4.19  -0.28
H  2.00  1.41  -2.14  0.14
H  -3.11  -1.36  4.12  0.09
H  2.50  0.34  -4.92  0.12
C  1.72  1.72  -3.26  -0.18
O  0.60  2.65  -3.33  -0.08
H  2.68  2.31  -3.65  0.15
H  -3.74  -2.48  2.73  0.08
O  -1.85  -1.32  -4.21  -0.02
H  0.80  2.68  1.63  0.12
H  3.18  -1.37  3.05  0.09
O  1.23  0.35  3.19  -0.30
C  -0.34  2.30  1.64  -0.16
C  -0.38  2.43  -2.23  -0.23
C  0.22  0.10  -4.94  -0.10
H  1.95  -0.40  5.15  0.14
O  -1.34  1.00  3.93  -0.37
C  1.61  0.36  -4.15  -0.15
O  -1.44  1.63  -2.53  0.01
H  -0.88  -2.18  3.11  0.11
H  2.62  -2.72  4.25  0.08
H  1.67  -2.39  2.55  0.07
O  -0.24  3.04  -0.87  -0.07
C  2.22  -1.93  3.48  -0.11
H  0.72  -2.58  -3.43  0.13

Below is a structure of composition C84H180F12N2O8P5S4, with properties calculated with ωB97M-V/def2-TZVPD.

Computed properties:
Total energy, eV: -231761.3094
Net charge: +3
Frontier orbital gap, hartree: 0.2851
Highest occupied orbital energy, eV: -12.2

Last column: Löwdin charge in e.
Element x y z (Å)
P  -0.25  7.75  -3.01  1.01
H  6.02  3.07  0.59  0.11
H  -2.42  3.30  -2.70  0.07
C  -3.17  -6.24  -2.69  -0.10
H  -1.67  -6.89  -9.00  0.10
C  4.40  2.60  1.88  -0.24
C  1.71  -6.44  2.97  -0.24
H  3.05  -0.98  -4.81  0.08
H  -0.08  -8.57  -8.45  0.06
H  -6.21  -2.23  1.82  0.09
C  -3.84  -0.14  -4.77  -0.10
N  -0.72  0.35  0.30  -0.28
H  -7.61  0.42  1.61  0.10
C  -1.63  -2.05  -6.13  -0.28
H  -3.63  1.09  3.46  0.08
H  -0.57  10.58  -3.89  0.10
H  3.38  2.70  -0.98  0.10
H  -10.07  -2.00  0.53  0.08
H  -0.74  10.96  -0.31  0.12
H  9.49  -2.18  -1.82  0.10
H  -2.67  -2.18  -6.44  0.11
H  -0.74  2.97  -2.50  0.04
H  0.81  -5.84  -7.64  0.12
H  0.26  -10.09  8.45  0.07
H  -2.25  -3.73  -3.02  0.12
H  5.94  -1.12  0.78  0.09
C  2.99  -4.61  5.31  -0.26
H  3.34  -2.54  1.32  0.07
H  4.06  -0.89  -1.03  0.06
S  -0.86  -0.32  -1.11  0.52
H  -3.28  -6.53  -3.74  0.07
H  -6.70  1.12  4.16  0.12
H  -1.93  -4.30  4.30  0.05
C  3.34  -1.08  -5.89  -0.13
C  -7.71  -0.66  1.60  -0.26
H  -4.60  -0.08  4.38  0.11
C  -3.57  -2.59  2.79  -0.22
H  2.61  -1.81  4.83  0.13
H  -1.12  -6.51  -2.80  0.12
C  0.48  -6.59  0.72  -0.10
C  -5.79  1.65  3.85  -0.24
H  0.26  -1.23  4.98  0.07
H  2.07  3.21  -3.11  0.11
C  -8.96  -1.13  2.28  -0.26
H  2.78  -8.18  8.18  0.12
H  0.94  9.59  -1.07  0.08
H  2.72  -6.28  2.58  0.11
C  -3.46  8.08  -5.81  -0.23
H  1.24  10.17  -6.36  0.12
C  5.55  2.14  0.95  -0.25
H  3.71  3.23  1.31  0.10
C  4.30  -7.20  5.79  -0.27
C  1.75  -3.72  5.28  -0.24
H  3.25  3.28  4.46  0.08
H  -0.23  -2.51  3.87  0.05
H  -3.80  2.71  1.94  0.08
H  1.62  -8.65  6.94  0.12
H  -5.23  9.01  -6.72  0.08
H  1.21  -5.49  3.14  0.10
H  -7.46  3.33  5.47  0.06
H  5.29  -5.97  4.41  0.11
H  6.22  -7.37  4.95  0.12
H  0.91  -2.63  -4.76  0.10
H  0.08  6.02  -0.58  0.10
H  1.69  -3.61  -7.57  0.09
H  3.50  -4.59  4.34  0.09
O  -2.15  -0.92  -1.24  -0.29
C  -1.08  -4.59  -7.60  -0.24
C  2.84  2.61  -3.67  -0.24
H  -8.61  -1.58  3.22  0.10
C  -0.63  -6.63  -9.06  -0.26
H  1.09  10.99  -4.06  0.12
H  0.94  -9.75  9.99  0.06
H  0.47  8.21  0.10  0.12
C  -6.56  3.74  5.08  -0.10
H  -1.75  -5.60  3.22  0.04
H  -2.19  -4.59  -7.75  0.12
H  -3.85  -0.51  -3.75  0.06
H  4.43  -0.89  -6.00  0.09
H  1.47  8.41  -4.57  0.10
F  1.35  5.15  10.96  0.12
H  -4.34  -0.89  -5.42  0.08
H  -4.20  0.36  -0.04  0.06
H  -6.10  2.14  2.94  0.07
H  -3.42  2.84  0.21  0.09
H  -1.19  -5.70  -5.18  0.08
H  1.63  -3.39  6.31  0.12
F  1.40  -1.52  -0.29  0.12
H  -1.64  4.35  -0.63  0.09
H  -1.12  -1.48  -6.95  0.12
H  6.34  0.27  -3.27  0.11
O  -0.79  1.02  6.89  -0.29
H  0.81  -6.14  7.05  0.12
H  4.37  -4.29  -0.24  0.06
H  5.10  -2.93  -1.04  0.05
H  2.67  0.85  -2.42  0.09
H  -3.78  5.12  1.20  0.08
F  0.54  -2.44  -2.07  0.10
C  -4.65  4.46  1.04  -0.09
H  -2.04  0.95  -4.49  0.09
C  -1.58  7.34  -4.19  -0.27
H  -5.20  4.73  0.16  0.07
H  -3.72  7.02  -5.85  0.11
C  6.67  0.66  -1.23  -0.29
H  -4.54  3.33  4.38  0.10
H  -2.94  -4.15  1.47  0.10
H  -0.69  -9.27  9.61  0.08
C  -5.39  2.77  4.81  -0.26
C  -4.61  0.63  3.55  -0.24
C  0.18  9.07  -0.54  -0.21
H  -5.96  0.21  0.00  0.07
C  1.73  -7.08  4.36  -0.27
H  0.50  5.62  -3.52  0.06
C  2.20  2.02  -4.98  -0.08
F  -1.78  2.39  4.76  0.01
H  6.81  -7.85  2.23  0.07
H  4.63  -0.64  1.93  0.13
C  -2.36  0.13  -5.12  -0.22
C  0.25  10.20  -5.86  -0.30
C  -4.59  9.08  -5.83  -0.11
H  3.62  -2.47  -7.43  0.11
H  -1.40  11.49  -5.90  0.08
H  1.24  -4.40  -5.29  0.14
H  7.15  0.09  -0.44  0.08
O  -0.39  0.43  -2.22  -0.28
H  -2.02  6.36  -3.97  0.08
H  -0.53  -4.10  -3.12  0.09
H  -1.23  8.69  1.73  0.08
C  0.85  -3.36  -5.62  -0.27
H  8.69  0.09  -2.89  0.12
C  3.43  1.52  -2.79  -0.23
H  2.29  -2.82  3.42  0.08
C  -0.46  10.12  0.36  -0.28
C  -5.10  0.61  0.46  -0.22
F  -0.95  4.29  5.20  0.13
H  3.56  3.35  -3.99  0.10
H  -3.22  -5.34  3.98  0.09
C  4.95  3.25  3.14  -0.26
O  2.24  3.90  8.27  -0.29
H  -1.32  4.18  -3.69  0.07
H  5.51  2.48  3.69  0.12
H  -2.65  -5.05  -5.15  0.11
H  4.09  -8.27  6.01  0.11
P  -0.87  -3.67  -6.02  0.98
H  -3.37  8.46  -3.62  0.12
H  0.75  4.48  -1.30  0.11
H  3.32  -3.09  -0.97  0.07
C  0.38  10.20  -4.31  -0.22
H  -2.15  -1.67  -4.03  0.09
H  -3.39  -7.15  -2.10  0.10
C  0.04  5.33  -1.44  -0.23
C  -0.04  2.58  1.86  -0.73
H  9.15  -0.79  -0.69  0.07
C  -1.80  -5.71  -2.51  -0.29
H  -0.54  -1.05  -4.64  0.09
H  -0.12  -7.42  2.61  0.11
C  -1.36  4.78  -1.62  -0.27
H  1.15  -1.95  -7.28  0.12
O  1.02  2.42  5.95  -0.32
C  -1.52  -4.50  -3.36  -0.23
C  3.09  -2.42  -6.49  -0.26
H  -2.69  8.28  -6.54  0.09
C  4.14  -0.30  -0.16  -0.26
H  4.99  -8.98  3.63  0.11
O  1.50  0.52  1.54  -0.32
F  -0.66  4.52  10.67  0.11
P  2.72  -6.36  5.67  0.98
C  4.92  -7.93  3.37  -0.25
C  -4.16  3.01  0.99  -0.26
H  -1.51  9.44  -1.88  0.10
F  -2.52  3.56  6.53  0.11
S  -0.17  2.29  6.82  0.57
H  1.17  -8.25  1.88  0.11
C  -2.63  -3.71  2.40  -0.25
H  -6.95  4.09  4.07  0.08
H  -7.70  -0.88  0.55  0.11
H  -2.07  5.65  -1.76  0.11
C  0.09  -7.94  -9.29  -0.09
P  5.11  1.17  -0.55  1.00
F  -1.07  3.30  1.36  0.12
C  0.26  -1.83  -0.89  -0.59
H  -4.48  0.75  -4.89  0.08
H  -0.73  -3.97  -8.42  0.09
H  1.92  2.84  -5.63  0.07
H  0.19  -5.55  0.81  0.05
H  3.42  4.70  3.47  0.05
H  -2.64  -0.86  1.89  0.09
H  0.12  12.34  -6.18  0.09
H  6.05  -1.19  -2.16  0.11
H  4.83  3.01  -1.99  0.09
H  -5.36  4.55  1.91  0.09
C  4.32  -2.53  0.90  -0.26
F  0.89  3.41  2.19  0.22
H  -0.26  -7.13  0.07  0.08
H  -3.82  -5.45  -2.48  0.06
H  1.19  -7.93  -9.32  0.09
H  -3.35  -2.18  3.73  0.09
H  -0.53  11.27  -7.53  0.09
H  -1.53  7.84  -1.05  0.09
C  4.28  -3.25  -0.44  -0.08
H  1.62  6.45  -2.27  0.12
H  1.77  8.98  -3.00  0.09
C  -1.63  -4.77  -4.88  -0.26
H  0.86  -4.30  5.10  0.09
C  -9.78  -2.20  1.57  -0.10
H  -0.65  -5.88  -9.87  0.11
C  -3.59  -1.38  1.79  -0.26
H  -3.54  -1.57  0.71  0.08
H  4.82  -6.80  6.70  0.13
C  -2.67  8.37  -4.45  -0.25
H  -5.27  8.91  -5.00  0.07
H  -2.52  9.34  0.68  0.09
H  3.89  -7.83  3.13  0.05
C  8.10  -0.78  -2.61  -0.27
C  -1.61  -1.23  -4.86  -0.25
C  4.19  2.24  -1.62  -0.26
C  -1.58  9.62  1.24  -0.11
H  5.71  3.96  2.85  0.10
H  0.25  10.59  1.01  0.10
H  0.68  -7.12  4.71  0.11
C  1.62  -2.85  -6.82  -0.24
H  -0.25  -7.56  8.33  0.10
C  1.84  -7.91  7.74  -0.25
C  -5.33  2.13  0.40  -0.22
H  0.67  -1.08  3.23  0.08
H  -5.06  2.32  5.81  0.14
H  1.96  -8.12  4.29  0.09
C  -1.43  3.72  -2.70  -0.08
H  -4.54  -3.10  2.90  0.11
H  8.10  -2.12  -0.89  0.07
C  3.95  3.97  3.98  -0.09
C  -0.30  -5.96  -7.68  -0.21
H  -4.21  10.12  -5.83  0.09
H  -5.42  2.41  -0.67  0.13
C  0.82  -7.25  2.04  -0.26
P  -4.97  -0.28  2.06  1.05
F  -0.34  -2.75  -0.07  0.09
H  0.93  -7.17  9.45  0.13
C  1.85  -6.50  7.17  -0.30
C  -2.40  -4.79  3.47  -0.08
H  -6.67  -1.54  3.35  0.10
H  1.33  1.44  -4.80  0.06
H  1.41  -6.58  0.14  0.08
H  -6.23  2.41  0.92  0.09
F  0.86  2.97  11.01  0.12
H  -0.63  -6.70  -6.99  0.09
H  3.14  0.09  0.16  0.08
H  -0.95  7.25  -5.11  0.11
C  0.61  4.16  10.42  -0.63
H  6.29  1.50  1.46  0.11
H  2.84  -0.33  -6.52  0.07
C  0.69  -7.95  8.70  -0.26
H  4.14  0.91  -3.41  0.11
C  4.88  -1.12  0.95  -0.19
O  0.43  5.49  8.21  -0.27
H  2.95  1.58  -5.58  0.04
C  8.74  -1.43  -1.43  -0.11
F  -0.45  1.92  2.87  0.17
H  -2.28  0.44  -6.16  0.11
C  -1.40  3.22  5.83  -0.59
C  0.54  -1.79  4.11  -0.06
C  6.68  -0.30  -2.39  -0.24
C  -6.52  -1.30  2.29  -0.23
H  -2.14  9.33  -4.52  0.08
O  1.16  1.98  -0.44  -0.34
H  5.43  -8.54  1.27  0.09
H  8.18  -1.45  -3.43  0.11
N  -0.13  3.00  8.24  -0.29
C  5.24  -7.06  4.60  -0.23
H  5.62  -6.77  1.61  0.06
H  -0.38  -8.37  -10.15  0.07
H  -9.67  -0.36  2.57  0.12
H  -6.27  4.66  5.61  0.09
H  -1.71  -5.39  -1.47  0.11
H  -1.83  10.24  2.09  0.08
C  0.97  8.88  -3.74  -0.25
C  5.74  -7.78  2.05  -0.09
H  4.33  4.52  4.82  0.08
C  1.87  -2.49  4.36  -0.24
H  -9.33  -3.22  1.53  0.08
H  7.21  1.58  -1.36  0.11
H  3.52  -3.23  -5.87  0.12
H  3.69  -4.23  6.03  0.10
C  0.32  -9.36  9.22  -0.07
H  2.24  -5.75  7.86  0.12
H  -0.30  9.36  -6.27  0.09
S  0.56  1.25  0.70  0.67
S  0.87  4.19  8.56  0.56
C  -0.91  8.58  -1.56  -0.26
C  0.60  6.17  -2.63  -0.24
H  -10.66  -2.34  2.18  0.07
H  4.84  -3.09  1.69  0.11
H  -1.71  -3.24  2.11  0.08
C  -0.43  11.41  -6.45  -0.11
H  3.73  1.73  2.12  0.11

Below is an isolated molecule of C4H6N4, with properties calculated with ωB97M-V/def2-TZVPD.

Computed properties:
Total energy, eV: -10204.9991
Frontier orbital gap, hartree: 0.3300
SMILES: [H]/N=C1\NC=NC(=C)N1
Highest occupied orbital energy, eV: -8.3

Last column: Löwdin charge in e.
Element x y z (Å)
C  2.37  -0.97  -0.08  0.05
C  1.22  -0.30  0.01  -0.41
H  3.37  -0.52  -0.26  0.07
H  -3.13  -0.75  -0.13  0.06
N  1.22  1.12  -0.05  0.11
H  -0.03  -1.87  0.16  0.13
C  -1.24  -0.36  -0.01  -0.47
H  -0.04  2.78  0.06  0.13
N  -1.19  1.06  -0.04  0.12
N  -2.19  -1.22  -0.11  0.11
N  0.00  -0.88  0.23  0.11
H  2.30  -2.05  0.02  0.05
H  -2.03  1.50  0.15  0.10
C  0.10  1.69  0.04  -0.15